This record from OMol25 describes a structure of composition C41H54BaClN7O4P2S3Sb. The level of theory is ωB97M-V with the def2-TZVPD basis set.

```
114
Properties=species:S:1:pos:R:3:forces:R:3:mulliken_spin:R:1
Ba -1.999 0.709 -0.002 1.641 1.337 -1.720 0.00
C 2.028 2.093 -5.298 -0.061 0.067 0.129 0.00
C 2.381 2.957 -4.070 0.159 -0.344 -0.316 0.00
C 3.685 3.735 -4.307 -0.050 0.103 -0.011 0.00
P 2.160 1.962 -2.519 0.114 0.125 -0.037 0.00
C 2.840 3.016 -1.168 -0.210 -0.337 0.453 0.00
C 1.790 3.965 -0.608 0.152 0.284 -0.103 0.00
C 3.412 2.107 -0.063 -0.041 0.163 0.018 0.00
C 3.235 0.537 -2.576 -0.016 -0.289 -0.307 0.00
C 4.425 0.683 -3.308 -0.129 -0.049 0.119 0.00
C 5.367 -0.318 -3.416 -0.044 -0.147 0.136 0.00
C 5.107 -1.533 -2.750 -0.110 0.176 0.032 0.00
C 3.970 -1.708 -2.002 0.007 0.212 -0.007 0.00
C 2.956 -0.681 -1.856 -0.079 -0.222 0.099 0.00
N 1.821 -0.852 -1.176 0.300 0.033 0.183 0.00
C 1.715 -1.874 -0.236 0.150 -0.012 -0.267 0.02
C 2.662 -2.027 0.799 -0.050 -0.039 0.074 0.00
C 2.570 -3.049 1.729 0.073 -0.031 -0.266 -0.01
C 1.506 -3.945 1.676 0.060 0.116 -0.217 -0.02
C 0.535 -3.772 0.701 0.064 0.052 -0.080 0.03
C 0.615 -2.759 -0.267 -0.101 -0.114 0.162 -0.03
P -0.727 -2.400 -1.471 0.071 0.150 0.007 0.00
C -1.981 -3.770 -1.304 -0.044 -0.114 0.403 -0.01
C -1.533 -5.206 -1.589 -0.028 -0.094 -0.055 0.00
C -2.793 -3.670 0.001 0.056 -0.033 -0.138 0.01
C -0.063 -2.869 -3.166 0.311 0.401 -0.036 0.00
C 1.132 -3.825 -3.122 0.075 0.039 -0.098 0.00
C 0.264 -1.632 -4.026 -0.057 -0.209 -0.014 0.00
H 1.920 2.725 -6.188 0.063 -0.052 0.117 0.00
H 1.087 1.558 -5.146 0.081 0.094 0.013 0.00
H 2.810 1.351 -5.484 -0.027 0.084 0.000 0.00
H 1.575 3.673 -3.932 -0.158 0.184 0.056 0.00
H 4.381 3.167 -4.927 -0.025 0.040 0.019 0.00
H 4.203 4.015 -3.387 -0.037 0.011 -0.138 0.00
H 3.456 4.658 -4.847 0.020 -0.029 0.010 0.00
H 3.645 3.600 -1.610 0.150 -0.032 0.001 0.00
H 2.253 4.647 0.117 -0.040 -0.059 -0.051 0.00
H 1.326 4.572 -1.392 0.017 -0.023 0.066 0.00
H 0.989 3.426 -0.110 -0.120 -0.064 0.006 0.00
H 2.680 1.345 0.228 0.034 0.090 -0.036 0.00
H 3.662 2.707 0.820 -0.053 -0.015 -0.066 0.00
H 4.313 1.589 -0.390 -0.032 -0.007 -0.008 0.00
H 4.631 1.631 -3.789 -0.037 -0.142 0.002 0.00
H 6.273 -0.172 -3.992 -0.022 -0.007 0.029 0.00
H 5.822 -2.348 -2.823 -0.067 0.030 0.007 0.00
H 3.807 -2.650 -1.493 0.003 0.028 -0.014 0.00
H 3.473 -1.306 0.857 0.014 -0.075 -0.058 0.00
H 3.321 -3.146 2.508 -0.087 0.016 -0.170 0.01
H 1.414 -4.741 2.406 -0.029 0.060 0.027 0.00
H -0.307 -4.449 0.704 0.051 0.080 0.001 0.00
H -2.665 -3.493 -2.112 -0.088 0.051 -0.094 0.00
H -0.768 -5.557 -0.894 -0.059 0.026 -0.077 0.00
H -1.139 -5.320 -2.604 -0.026 0.003 0.107 0.00
H -2.397 -5.873 -1.492 0.050 0.008 -0.010 0.00
H -2.208 -3.917 0.889 -0.078 0.061 -0.081 0.01
H -3.650 -4.351 -0.038 0.056 -0.015 -0.027 0.00
H -3.172 -2.661 0.152 0.025 -0.058 -0.010 -0.01
H -0.916 -3.365 -3.637 -0.036 -0.100 0.032 0.00
H 2.050 -3.263 -2.913 -0.181 -0.109 -0.018 0.00
H 1.255 -4.322 -4.095 0.028 0.079 0.103 0.00
H 1.032 -4.594 -2.353 0.008 0.059 -0.079 0.00
H 1.075 -1.054 -3.582 -0.053 -0.050 -0.017 0.00
H -0.598 -0.964 -4.109 0.054 -0.060 -0.006 0.00
H 0.567 -1.940 -5.040 -0.077 0.024 0.207 0.00
S -3.758 3.782 -2.951 0.106 -0.155 -0.042 0.00
Sb -1.804 4.394 -2.006 0.009 -0.065 0.207 0.00
S 0.198 1.695 -2.411 -0.130 0.026 0.003 0.00
S -1.921 3.773 0.228 -0.019 0.371 0.001 0.00
O -6.318 -2.061 4.037 0.319 0.446 -0.736 0.00
C -5.439 -2.755 4.731 0.402 -0.177 0.181 -0.01
O -5.800 -3.435 5.672 0.086 0.080 -0.161 0.00
C -3.990 -2.648 4.326 0.188 -0.094 0.255 -0.07
C -2.977 -3.262 5.020 0.395 0.265 -0.474 0.04
Cl -3.111 -4.235 6.430 0.183 0.103 -0.087 0.00
N -1.740 -2.926 4.444 -1.102 -0.100 -0.055 0.04
N -1.945 -2.073 3.354 -0.560 -0.270 0.545 0.37
C -3.319 -1.909 3.275 0.680 -0.022 -0.271 0.20
C -3.824 -1.165 2.168 -0.392 0.190 -0.397 0.15
O -5.067 -0.930 1.982 0.614 -0.335 0.465 0.11
O -2.916 -0.718 1.283 -2.092 -1.636 2.337 0.01
C -0.438 -3.215 4.792 0.772 0.050 0.244 -0.01
C -0.027 -4.333 5.565 -0.084 0.460 -0.286 0.06
C 1.312 -4.511 5.868 0.324 0.270 -0.134 -0.03
C 2.296 -3.611 5.429 -0.452 -0.133 -0.011 0.09
C 1.897 -2.531 4.642 0.085 -0.020 0.301 -0.06
C 0.570 -2.336 4.309 -0.331 -0.409 0.346 0.06
H -5.867 -1.587 3.249 -0.094 -0.034 0.002 0.00
H -0.746 -5.055 5.915 -0.047 0.009 -0.029 0.01
H 1.600 -5.376 6.459 -0.019 0.057 -0.043 0.00
H 3.341 -3.766 5.674 -0.045 0.003 0.014 0.01
H 2.643 -1.827 4.274 -0.164 -0.111 0.085 0.00
H 0.263 -1.531 3.661 -0.039 -0.091 -0.013 0.04
C 0.438 3.177 3.015 0.132 -0.212 0.282 0.00
N 0.269 1.715 3.078 -0.132 -0.001 -0.144 0.00
C -0.615 1.394 4.219 0.325 0.157 -0.013 -0.02
N -0.058 1.893 5.489 0.192 0.029 -0.082 0.00
C 0.127 3.344 5.371 0.148 -0.208 -0.253 0.00
N 1.023 3.714 4.259 -0.016 -0.156 0.067 0.00
C 2.316 3.048 4.478 -0.285 -0.154 -0.033 0.00
N 2.196 1.586 4.569 -0.169 0.064 0.089 0.00
C 1.587 1.104 3.315 -0.177 0.216 0.207 0.00
C 1.266 1.272 5.676 -0.095 0.210 -0.324 -0.01
H -0.529 3.646 2.839 -0.024 0.007 -0.027 0.00
H 1.097 3.425 2.181 -0.015 -0.018 0.006 0.00
H -0.749 0.316 4.284 -0.037 -0.081 -0.048 0.01
H -1.589 1.855 4.054 -0.028 0.027 -0.028 0.00
H 0.548 3.724 6.303 0.053 0.027 0.075 0.00
H -0.845 3.812 5.207 -0.026 0.010 -0.020 0.00
H 2.752 3.423 5.406 0.024 0.024 0.071 0.00
H 2.985 3.296 3.651 -0.009 -0.004 -0.029 0.00
H 1.481 0.022 3.366 -0.019 0.015 -0.032 -0.01
H 2.249 1.352 2.484 -0.002 0.015 -0.008 0.00
H 1.698 1.641 6.608 0.030 0.025 0.049 0.00
H 1.144 0.191 5.744 -0.003 -0.027 -0.030 0.01
```
Positions in Å, forces in eV/Å.

Summary:
LUMO (spin up / spin down) = 3.6 / 3.6 eV
E = -4882.4040 a.u.
E_HOMO (spin up / spin down) = 0.0 / -2.5 eV
Energy above the lowest of the compared OMol25 structures with the same formula, charge and spin = 277.9 kJ/mol
Strongest force on any atom = 3.5 eV/A
Spin multiplicity = 2
Total charge = -2

This record from OMol25 describes a cluster of 2 separate species, H2N3O2 in total. The level of theory is ωB97M-V with the def2-TZVPD basis set.

```
7
Properties=species:S:1:pos:R:3:forces:R:3:nbo_charge:R:1
N -2.389 -0.112 -0.019 -0.147 -2.220 -0.254 0.39
N -2.576 -1.226 -0.025 1.236 -1.661 -0.103 -0.24
N 0.007 0.688 -0.216 -1.669 0.722 2.019 -0.70
O 0.863 -0.502 -0.055 0.209 0.804 0.827 -0.69
O -2.875 0.952 0.032 -0.555 4.070 0.159 -0.45
H 0.378 -0.977 -0.695 -0.335 -1.589 -1.032 0.44
H -0.461 0.785 0.764 1.261 -0.126 -1.615 0.24
```
Positions in Å, forces in eV/Å.

Summary:
LUMO (spin up / spin down) = 4.6 / 4.6 eV
E = -315.7775 a.u.
E_HOMO (spin up / spin down) = -1.6 / -2.2 eV
Energy above the lowest of the compared OMol25 structures with the same formula, charge and spin = 345.2 kJ/mol
Strongest force on any atom = 4.1 eV/A
Total charge = -1

This record from OMol25 describes the ion C6H7O2 with charge -1. The level of theory is ωB97M-V with the def2-TZVPD basis set.

```
15
Properties=species:S:1:pos:R:3:forces:R:3:nbo_charge:R:1
C -0.212 -0.348 -0.179 3.910 2.082 0.523 -0.27
C 1.888 0.390 0.211 -5.492 -4.332 -1.765 0.61
C 0.568 -1.423 -0.515 -0.963 -0.052 -0.976 0.33
C 2.071 -1.139 -0.203 -1.420 0.575 1.697 -0.60
C -1.616 1.425 0.698 -0.070 0.667 -2.469 -0.59
C -1.553 0.299 -0.362 2.912 1.176 -0.535 -0.47
O 2.477 1.358 0.435 2.155 1.854 0.554 -0.59
O 0.143 -2.497 -1.037 0.674 -0.353 0.072 -0.80
H 2.729 -1.432 -0.987 0.696 0.215 -0.874 0.21
H 2.294 -1.790 0.656 0.373 0.345 0.117 0.21
H -0.938 1.117 1.426 1.145 -0.063 1.413 0.23
H -2.590 1.398 1.097 -1.375 0.677 0.635 0.18
H -1.320 2.428 0.277 -0.404 -0.987 0.548 0.19
H -1.718 0.652 -1.414 -0.069 -0.206 0.765 0.17
H -2.223 -0.439 -0.103 -2.069 -1.600 0.294 0.20
```
Positions in Å, forces in eV/Å.

Summary:
LUMO (spin up / spin down) = 4.1 / 4.1 eV
E = -383.1884 a.u.
E_HOMO (spin up / spin down) = -2.4 / -2.4 eV
Energy above the lowest of the compared OMol25 structures with the same formula, charge and spin = 333.1 kJ/mol
Strongest force on any atom = 7.2 eV/A
Total charge = -1